Record 1
{
  "formula": "C24H14Br2F3N4O5Pd",
  "method": "ωB97M-V/def2-TZVPD",
  "multiplicity": 5,
  "gap_ev": [7.41, 5.78],
  "charge": 1,
  "e_lumo_ev": [-3.74, -5.60],
  "homo_ev": [-11.149, -11.381],
  "total_energy_ha": -7093.44179,
  "s_squared": 6.081,
  "elements": ["Pd", "O", "C", "C", "C", "C", "C", "C", "C", "O", "N", "N", "C", "C", "C", "C", "C", "C", "N", "H", "H", "H", "H", "H", "H", "H", "H", "H", "H", "Br", "C", "C", "C", "Br", "C", "C", "C", "C", "N", "C", "C", "O", "H", "H", "H", "H", "F", "C", "F", "F", "C", "O", "O"],
  "coordinates": [[-0.092, -0.220, 0.087], [-3.247, 4.543, 0.236], [-3.280, 4.162, -1.061], [-3.832, 4.984, -2.039], [-3.919, 4.557, -3.349], [-3.465, 3.292, -3.719], [-2.919, 2.478, -2.755], [-2.800, 2.897, -1.419], [-2.135, 1.958, -0.517], [-2.122, 0.754, -0.715], [-1.451, 2.531, 0.629], [-0.719, 1.593, 1.160], [-0.243, 1.805, 2.364], [0.379, 0.670, 3.010], [0.931, 0.785, 4.275], [1.496, -0.341, 4.862], [1.480, -1.527, 4.162], [0.897, -1.558, 2.892], [0.352, -0.498, 2.330], [-3.622, 5.428, 0.315], [-4.203, 5.964, -1.758], [-4.349, 5.217, -4.092], [-3.535, 2.960, -4.745], [-2.541, 1.497, -3.010], [-0.380, 2.752, 2.876], [0.925, 1.742, 4.780], [1.944, -0.284, 5.845], [1.918, -2.427, 4.570], [0.900, -2.470, 2.314], [0.497, 1.184, -4.987], [0.647, -0.510, -4.241], [1.023, -1.587, -5.019], [1.162, -2.844, -4.457], [1.695, -4.244, -5.563], [0.894, -3.089, -3.063], [1.056, -4.331, -2.432], [0.752, -4.453, -1.101], [0.282, -3.335, -0.413], [0.148, -2.149, -0.982], [0.466, -2.018, -2.279], [0.388, -0.659, -2.829], [0.126, 0.298, -2.094], [1.218, -1.446, -6.073], [1.418, -5.179, -2.997], [0.868, -5.393, -0.582], [-0.014, -3.412, 0.624], [5.133, -1.230, 0.193], [3.952, -1.072, 0.774], [4.104, -0.266, 1.831], [3.572, -2.285, 1.265], [2.851, -0.610, -0.210], [2.888, -1.074, -1.333], [2.009, 0.208, 0.310]],
  "mulliken_charge": [0.638, -0.508, 1.164, -0.816, -0.415, -0.902, -0.471, 0.171, 0.796, -0.575, -0.867, 0.695, -0.655, 0.978, -0.759, -0.403, -0.751, 0.204, 0.053, 0.335, 0.290, 0.399, 0.427, 0.455, 0.408, 0.403, 0.450, 0.432, 0.192, -0.066, -0.244, -0.358, 0.063, -0.131, 1.172, -0.775, -1.036, -0.593, -0.365, -0.123, 1.124, -0.432, 0.458, 0.346, 0.435, 0.813, -0.252, 0.862, -0.255, -0.265, 0.406, -0.555, -0.597]
}



Record 2
{
  "formula": "C24H14Cl2FN4O12V",
  "method": "ωB97M-V/def2-TZVPD",
  "multiplicity": 3,
  "gap_ev": [6.46, 6.65],
  "charge": -2,
  "e_lumo_ev": [4.04, 4.04],
  "homo_ev": [-2.417, -2.604],
  "total_energy_ha": -4009.51173,
  "s_squared": 2.012,
  "elements": ["V", "O", "C", "C", "C", "N", "C", "C", "C", "O", "O", "C", "O", "O", "H", "H", "H", "Cl", "C", "C", "C", "Cl", "C", "C", "C", "C", "N", "C", "C", "O", "H", "H", "H", "H", "F", "C", "C", "N", "C", "C", "O", "O", "C", "O", "N", "C", "O", "H", "H", "H", "H", "C", "O", "C", "O", "H", "H", "H"],
  "coordinates": [[-0.396, 0.136, -0.520], [-5.789, 1.432, 2.170], [-4.605, 1.155, 1.545], [-4.203, 1.853, 0.412], [-2.989, 1.514, -0.151], [-2.240, 0.565, 0.376], [-2.614, -0.117, 1.445], [-3.810, 0.146, 2.079], [-1.574, -1.152, 1.848], [-1.777, -1.894, 2.795], [-0.533, -1.095, 1.097], [-2.350, 2.131, -1.388], [-2.934, 3.018, -1.995], [-1.225, 1.586, -1.662], [-6.217, 2.151, 1.696], [-4.795, 2.642, -0.036], [-4.103, -0.415, 2.954], [-1.215, 3.849, 2.062], [0.142, 2.956, 2.698], [0.598, 3.271, 3.977], [1.640, 2.583, 4.530], [2.184, 3.010, 6.145], [2.273, 1.538, 3.819], [3.349, 0.779, 4.328], [3.900, -0.207, 3.562], [3.374, -0.436, 2.276], [2.378, 0.243, 1.772], [1.811, 1.221, 2.513], [0.700, 1.945, 1.894], [0.267, 1.686, 0.738], [0.111, 4.062, 4.531], [3.720, 0.989, 5.322], [4.724, -0.807, 3.926], [3.805, -1.211, 1.649], [-0.764, -5.943, -2.589], [0.422, -5.544, -2.097], [0.556, -4.369, -1.468], [1.752, -3.952, -0.942], [1.844, -2.604, -0.376], [1.949, -1.539, -1.484], [2.637, -1.777, -2.462], [1.295, -0.465, -1.242], [2.881, -4.729, -1.022], [3.961, -4.442, -0.547], [2.700, -5.925, -1.705], [1.545, -6.438, -2.276], [1.538, -7.521, -2.834], [-0.286, -3.699, -1.336], [2.765, -2.575, 0.199], [0.998, -2.427, 0.285], [3.526, -6.497, -1.781], [-1.559, -2.639, -3.712], [-0.923, -1.657, -2.903], [-1.444, -1.394, -1.635], [-2.400, -2.051, -1.258], [-2.038, -2.146, -4.561], [-2.305, -3.193, -3.144], [-0.795, -3.322, -4.087]],
  "mulliken_charge": [0.873, -0.572, 1.202, -0.611, -0.267, 0.832, 0.401, -0.864, 0.066, -0.811, -0.464, 0.361, -0.800, -0.730, 0.287, 0.412, 0.554, -0.243, 0.632, -0.769, 0.781, -0.330, 0.379, -0.782, -0.892, -0.143, -0.213, 0.240, -0.415, -0.948, 0.431, 0.365, 0.373, 0.454, -0.340, 0.164, 0.080, 0.170, -0.349, 0.619, -0.757, -0.525, 0.388, -0.680, -0.044, 0.174, -0.689, 0.613, -0.013, 0.119, 0.230, -0.824, -0.254, 1.004, -0.735, 0.245, 0.385, 0.232]
}



Record 3
{
  "formula": "C24H15AsN6O7S4Tc",
  "method": "ωB97M-V/def2-TZVPD",
  "gap_ev": [6.29, 6.43],
  "charge": 1,
  "e_lumo_ev": [-4.95, -5.00],
  "homo_ev": [-11.239, -11.423],
  "total_energy_ha": -5687.74102,
  "elements": ["Tc", "C", "C", "C", "C", "C", "C", "N", "C", "C", "C", "C", "C", "C", "N", "N", "C", "C", "C", "C", "C", "N", "H", "H", "H", "H", "H", "H", "H", "H", "H", "H", "H", "H", "H", "O", "C", "O", "C", "C", "C", "C", "C", "C", "O", "N", "O", "O", "N", "O", "O", "H", "H", "S", "As", "S", "S", "S"],
  "coordinates": [[0.046, 0.077, 0.325], [3.983, -0.230, 4.298], [4.502, -0.952, 3.154], [3.968, -0.853, 1.916], [2.829, -0.020, 1.690], [2.282, 0.759, 2.832], [2.909, 0.548, 4.156], [2.183, 0.100, 0.555], [2.788, -0.213, -0.689], [4.145, -0.075, -0.966], [4.631, -0.396, -2.223], [3.780, -0.840, -3.233], [2.422, -0.907, -3.001], [1.937, -0.571, -1.743], [0.561, -0.500, -1.429], [-0.303, -0.826, -2.313], [-1.593, -0.634, -1.867], [-2.663, -0.923, -2.712], [-3.944, -0.697, -2.264], [-4.135, -0.160, -0.989], [-3.041, 0.107, -0.204], [-1.784, -0.142, -0.614], [4.443, -0.367, 5.267], [5.330, -1.634, 3.310], [4.342, -1.466, 1.110], [1.209, 0.652, 2.917], [2.465, 1.063, 4.999], [4.815, 0.313, -0.211], [5.690, -0.286, -2.423], [4.176, -1.102, -4.205], [1.722, -1.186, -3.777], [-2.446, -1.313, -3.697], [-4.793, -0.918, -2.896], [-5.128, 0.057, -0.618], [-3.140, 0.561, 0.774], [0.723, -2.740, 2.925], [-0.151, -2.194, 2.310], [-0.014, -1.678, 1.094], [-1.553, -2.056, 2.832], [-2.243, -3.189, 3.206], [-3.541, -3.058, 3.645], [-4.166, -1.838, 3.686], [-3.479, -0.703, 3.288], [-2.131, -0.785, 2.893], [-1.310, 0.261, 2.541], [-4.294, 0.533, 3.223], [-5.462, 0.456, 3.542], [-3.742, 1.565, 2.886], [-4.293, -4.265, 4.054], [-3.780, -5.339, 3.811], [-5.365, -4.093, 4.598], [-1.773, -4.163, 3.165], [-5.193, -1.756, 4.003], [2.530, 2.579, 2.442], [0.710, 3.542, 1.562], [0.016, 2.327, -0.164], [-0.851, 1.371, 3.832], [-1.040, 3.155, 3.057]],
  "mulliken_charge": [-0.377, -0.793, -0.608, -0.726, 0.285, 2.852, -0.835, 0.284, 0.846, -0.430, -0.736, -0.695, -0.779, -0.125, 1.816, -1.394, -0.002, -0.495, -0.443, -0.839, -0.692, 0.551, 0.447, 0.429, 0.666, -1.821, 0.483, 0.644, 0.422, 0.414, 0.491, 0.575, 0.420, 0.517, 0.920, -0.563, -0.198, -0.426, 1.186, -0.540, -0.513, -0.493, -0.146, 0.004, 0.479, 1.115, -0.628, -0.599, 1.018, -0.586, -0.583, 0.626, 0.711, -0.101, 0.230, -0.236, 0.038, -0.065]
}



- Number 1 is which compound?
  C24H14Br2F3N4O5Pd



- Number 1 is which compound?
  C24H14Br2F3N4O5Pd



Please write out number 2 again, unchanged.
{
  "formula": "C24H14Cl2FN4O12V",
  "method": "ωB97M-V/def2-TZVPD",
  "multiplicity": 3,
  "gap_ev": [6.46, 6.65],
  "charge": -2,
  "e_lumo_ev": [4.04, 4.04],
  "homo_ev": [-2.417, -2.604],
  "total_energy_ha": -4009.51173,
  "s_squared": 2.012,
  "elements": ["V", "O", "C", "C", "C", "N", "C", "C", "C", "O", "O", "C", "O", "O", "H", "H", "H", "Cl", "C", "C", "C", "Cl", "C", "C", "C", "C", "N", "C", "C", "O", "H", "H", "H", "H", "F", "C", "C", "N", "C", "C", "O", "O", "C", "O", "N", "C", "O", "H", "H", "H", "H", "C", "O", "C", "O", "H", "H", "H"],
  "coordinates": [[-0.396, 0.136, -0.520], [-5.789, 1.432, 2.170], [-4.605, 1.155, 1.545], [-4.203, 1.853, 0.412], [-2.989, 1.514, -0.151], [-2.240, 0.565, 0.376], [-2.614, -0.117, 1.445], [-3.810, 0.146, 2.079], [-1.574, -1.152, 1.848], [-1.777, -1.894, 2.795], [-0.533, -1.095, 1.097], [-2.350, 2.131, -1.388], [-2.934, 3.018, -1.995], [-1.225, 1.586, -1.662], [-6.217, 2.151, 1.696], [-4.795, 2.642, -0.036], [-4.103, -0.415, 2.954], [-1.215, 3.849, 2.062], [0.142, 2.956, 2.698], [0.598, 3.271, 3.977], [1.640, 2.583, 4.530], [2.184, 3.010, 6.145], [2.273, 1.538, 3.819], [3.349, 0.779, 4.328], [3.900, -0.207, 3.562], [3.374, -0.436, 2.276], [2.378, 0.243, 1.772], [1.811, 1.221, 2.513], [0.700, 1.945, 1.894], [0.267, 1.686, 0.738], [0.111, 4.062, 4.531], [3.720, 0.989, 5.322], [4.724, -0.807, 3.926], [3.805, -1.211, 1.649], [-0.764, -5.943, -2.589], [0.422, -5.544, -2.097], [0.556, -4.369, -1.468], [1.752, -3.952, -0.942], [1.844, -2.604, -0.376], [1.949, -1.539, -1.484], [2.637, -1.777, -2.462], [1.295, -0.465, -1.242], [2.881, -4.729, -1.022], [3.961, -4.442, -0.547], [2.700, -5.925, -1.705], [1.545, -6.438, -2.276], [1.538, -7.521, -2.834], [-0.286, -3.699, -1.336], [2.765, -2.575, 0.199], [0.998, -2.427, 0.285], [3.526, -6.497, -1.781], [-1.559, -2.639, -3.712], [-0.923, -1.657, -2.903], [-1.444, -1.394, -1.635], [-2.400, -2.051, -1.258], [-2.038, -2.146, -4.561], [-2.305, -3.193, -3.144], [-0.795, -3.322, -4.087]],
  "mulliken_charge": [0.873, -0.572, 1.202, -0.611, -0.267, 0.832, 0.401, -0.864, 0.066, -0.811, -0.464, 0.361, -0.800, -0.730, 0.287, 0.412, 0.554, -0.243, 0.632, -0.769, 0.781, -0.330, 0.379, -0.782, -0.892, -0.143, -0.213, 0.240, -0.415, -0.948, 0.431, 0.365, 0.373, 0.454, -0.340, 0.164, 0.080, 0.170, -0.349, 0.619, -0.757, -0.525, 0.388, -0.680, -0.044, 0.174, -0.689, 0.613, -0.013, 0.119, 0.230, -0.824, -0.254, 1.004, -0.735, 0.245, 0.385, 0.232]
}